(1)
# CH4O2PS

A 2-piece molecular cluster, CH4O2PS overall (ωB97M-V/def2-TZVPD, the Open Molecules 2025 dataset).

Each line ends with the Löwdin charge.
CARTESIAN COORDINATES (ANGSTROEM)
C 1.74269 0.76666 0.45915  -0.831
O -0.29795 1.90867 -0.95308  -0.643
O -2.53910 -2.03620 -0.61934  -0.103
P 0.20245 0.56475 -0.58025  0.315
S 0.38433 0.40280 1.60932  0.257
H 2.13252 1.77821 0.56795  0.000
H 2.51538 0.00389 0.48640  -0.018
H -1.66218 -2.31575 -0.33656  0.016
H -2.47814 -1.07302 -0.63358  0.007

As for the charge: -1. The value obtained for the lowest unoccupied orbital energy is 0.1399 Ha. For the energy above the lowest of the compared OMol25 structures with the same formula, charge and spin, the calculation gives 55.6 kcal/mol. As for the multiplicity: 1. As for the HOMO-LUMO gap: 7.5 eV. Its largest force on an atom is 0.032 hartree/bohr.

***

(2)
# CH4O2PS

An isolated ion of composition CH4O2PS and charge -1 (ωB97M-V/def2-TZVPD, the Open Molecules 2025 dataset).

Each line ends with the Löwdin charge.
CARTESIAN COORDINATES (ANGSTROEM)
O 1.41711 0.38960 2.19045  -0.584
P 1.13580 -0.57645 1.07392  0.451
O 1.71818 0.03674 -0.38257  -0.384
C -0.74598 -0.24788 0.55885  -0.517
S -1.09085 -1.11010 -1.38276  0.381
H 2.00215 0.89252 -0.30076  -0.033
H -1.12082 0.73550 0.22851  -0.033
H -1.52501 -0.59729 1.34389  0.016
H 0.20338 -1.16364 -1.46808  -0.297

As for the charge: -1. The value obtained for the lowest unoccupied orbital energy is 0.1336 Ha. For the energy above the lowest of the compared OMol25 structures with the same formula, charge and spin, the calculation gives 73.2 kcal/mol. As for the multiplicity: 1. Its structure (SMILES) is [O-]P(O)CS. As for the HOMO-LUMO gap: 6.7 eV. Its largest force on an atom is 0.073 hartree/bohr.

***

(3)
# CH4O2S

A 2-piece molecular cluster, CH4O2S overall (ωB97M-V/def2-TZVPD, the Open Molecules 2025 dataset).

Each line ends with the Löwdin charge.
CARTESIAN COORDINATES (ANGSTROEM)
O 3.21505 -0.10340 -1.44171  -0.020
C 1.93617 -0.05417 -1.34046  -0.363
O 1.26199 -0.06828 -2.41448  0.129
H 1.36507 0.14757 -0.44713  0.136
H 1.92047 -0.42764 -2.99893  0.119
S -2.83914 -0.30430 2.59266  0.457
H -2.74412 0.84178 3.33375  -0.201
H -4.11549 -0.03156 2.71630  -0.256

The value obtained for the lowest unoccupied orbital energy is 0.0256 Ha. For the energy above the lowest of the compared OMol25 structures with the same formula, charge and spin, the calculation gives 18.1 kcal/mol. As for the multiplicity: 1. Its structure (SMILES) is O=CO.S. As for the HOMO-LUMO gap: 10.6 eV. Its largest force on an atom is 0.134 hartree/bohr.

***

(4)
# CH4O2S

CH4O2S as an isolated structure (ωB97M-V/def2-TZVPD, the Open Molecules 2025 dataset).

Each line ends with the Löwdin charge.
CARTESIAN COORDINATES (ANGSTROEM)
C 1.08277 0.11372 0.25128  -0.218
O 0.27880 -0.49333 -0.66257  -0.164
O -1.20022 -0.88721 0.13056  -0.608
S -2.19260 0.33283 -0.01864  0.814
H 1.71612 -0.63817 0.78598  0.092
H 0.68753 0.70856 1.06939  0.076
H 1.77990 0.81319 -0.19490  0.087
H -2.15230 0.05040 -1.36111  -0.079

The value obtained for the lowest unoccupied orbital energy is -0.0294 Ha. For the energy above the lowest of the compared OMol25 structures with the same formula, charge and spin, the calculation gives 109.4 kcal/mol. As for the multiplicity: 1. As for the HOMO-LUMO gap: 8.7 eV. Its largest force on an atom is 0.059 hartree/bohr.

***

(5)
# CH4O2S2

A 2-piece molecular cluster, CH4O2S2 overall (ωB97M-V/def2-TZVPD, the Open Molecules 2025 dataset).

Each line ends with the Löwdin charge.
CARTESIAN COORDINATES (ANGSTROEM)
O 0.01460 -2.31139 2.63937  0.073
C 1.07421 -1.78316 2.79564  -0.402
O 1.87165 -1.36502 1.80361  0.074
H 1.56034 -1.64678 3.75331  0.134
H 1.38268 -1.59118 0.99294  0.121
S -0.47681 2.44173 -3.06565  0.227
S -2.49827 1.91128 -2.89250  0.218
H -0.06908 1.52714 -2.21345  -0.235
H -2.85932 2.81738 -3.81327  -0.210

The value obtained for the lowest unoccupied orbital energy is 0.0061 Ha. For the energy above the lowest of the compared OMol25 structures with the same formula, charge and spin, the calculation gives 4.7 kcal/mol. As for the multiplicity: 1. Its structure (SMILES) is O=CO.SS. As for the HOMO-LUMO gap: 8.8 eV. Its largest force on an atom is 0.013 hartree/bohr.

***

(6)
# CH4O2S3

A 2-piece molecular cluster, CH4O2S3 overall (ωB97M-V/def2-TZVPD, the Open Molecules 2025 dataset).

Each line ends with the Löwdin charge.
CARTESIAN COORDINATES (ANGSTROEM)
O -1.04424 -0.30720 0.16526  -0.141
C -1.62462 -0.87800 -0.68177  -0.719
S -2.99347 -0.08984 -1.46767  0.762
H -1.38882 -1.99007 -0.91752  0.116
H -3.40342 -1.00089 -2.49448  -0.082
O 1.31222 -0.10511 1.99678  -0.513
S 1.44279 0.59307 0.53398  0.484
S 3.22766 1.78332 0.80816  0.325
H 0.98725 0.66662 2.46098  0.010
H 3.48463 1.32809 -0.40371  -0.244

The value obtained for the lowest unoccupied orbital energy is 0.0160 Ha. For the energy above the lowest of the compared OMol25 structures with the same formula, charge and spin, the calculation gives 7.3 kcal/mol. As for the multiplicity: 1. Its structure (SMILES) is O=CS.OSS. As for the HOMO-LUMO gap: 8.8 eV. Its largest force on an atom is 0.062 hartree/bohr.

***

(7)
# CH4O2SSi

CH4O2SSi as an isolated structure (ωB97M-V/def2-TZVPD, the Open Molecules 2025 dataset).

Each line ends with the Löwdin charge.
CARTESIAN COORDINATES (ANGSTROEM)
C -0.08422 0.94555 -0.09896  -0.435
O 2.14586 1.25327 1.46907  -0.313
O 0.11458 -0.15737 2.03497  -0.378
Si -0.79720 -0.72273 -0.68936  0.537
S 1.01337 0.46584 1.08177  0.642
H 0.56644 1.65434 -1.19986  0.174
H -0.74109 -0.61424 -2.12974  -0.088
H -2.22437 -1.00275 -0.14196  -0.043
H 0.00663 -1.82191 -0.32593  -0.095

The value obtained for the lowest unoccupied orbital energy (alpha / beta) is -0.0763 / -0.0763 Ha. For the energy above the lowest of the compared OMol25 structures with the same formula, charge and spin, the calculation gives 84.4 kcal/mol. As for the multiplicity: 1. As for the HOMO-LUMO gap (alpha / beta): 8.1 / 8.1 eV. Its largest force on an atom is 0.112 hartree/bohr.

***

(8)
# CH4O3

One molecule with the formula CH4O3 (ωB97M-V/def2-TZVPD, the Open Molecules 2025 dataset).

Each line ends with the Löwdin charge.
CARTESIAN COORDINATES (ANGSTROEM)
O 1.18314 -0.79172 0.21005  -0.089
C 0.33153 0.46581 -0.11839  -0.214
O -0.89244 0.39773 0.53442  -0.169
O -1.81735 -0.34491 -0.18620  -0.014
H 1.36521 -0.70327 1.15495  0.067
H 0.78678 1.52360 0.25402  0.176
H 0.17631 0.38437 -1.26263  0.149
H -1.13318 -0.93161 -0.58621  0.094

The value obtained for the lowest unoccupied orbital energy is 0.0300 Ha. For the energy above the lowest of the compared OMol25 structures with the same formula, charge and spin, the calculation gives 99.3 kcal/mol. As for the multiplicity: 1. Its structure (SMILES) is OCOO. As for the HOMO-LUMO gap: 11.0 eV. Its largest force on an atom is 0.065 hartree/bohr.

***

(9)
# CH4O3

A 2-piece molecular cluster, CH4O3 overall (ωB97M-V/def2-TZVPD, the Open Molecules 2025 dataset).

Each line ends with the Löwdin charge.
CARTESIAN COORDINATES (ANGSTROEM)
O 1.13237 -1.24944 -1.53020  0.112
C 0.32981 -1.04734 -0.69352  -0.339
O -0.67593 -0.13702 -1.01869  0.010
H 0.18807 -1.35534 0.29283  0.117
H -0.95439 -0.03858 -1.94612  0.118
O 0.41275 1.34256 1.70278  -0.080
H -0.14096 0.60877 1.19561  0.066
H -0.29171 1.87639 1.99732  -0.004

The value obtained for the lowest unoccupied orbital energy is 0.0236 Ha. For the energy above the lowest of the compared OMol25 structures with the same formula, charge and spin, the calculation gives 23.5 kcal/mol. As for the multiplicity: 1. Its structure (SMILES) is O=CO.O. As for the HOMO-LUMO gap: 11.9 eV. Its largest force on an atom is 0.102 hartree/bohr.

***

(10)
# CH4OP2

One molecule with the formula CH4OP2 (ωB97M-V/def2-TZVPD, the Open Molecules 2025 dataset).

Each line ends with the Löwdin charge.
CARTESIAN COORDINATES (ANGSTROEM)
C -0.27801 0.23475 0.34041  -0.467
P -0.63134 -1.46589 -0.28192  0.565
P -1.85510 -0.85069 -2.03744  0.602
O -2.41147 0.45205 -1.64595  -0.600
H -0.22237 0.34871 1.47812  0.039
H -0.91762 1.10686 -0.03214  0.031
H 0.70822 0.66201 0.00495  0.035
H 0.24200 -1.51431 -1.24654  -0.204

The value obtained for the lowest unoccupied orbital energy is -0.0269 Ha. For the energy above the lowest of the compared OMol25 structures with the same formula, charge and spin, the calculation gives 6.3 kcal/mol. As for the multiplicity: 1. Its structure (SMILES) is C[PH]#P=O. As for the HOMO-LUMO gap: 8.1 eV. Its largest force on an atom is 0.066 hartree/bohr.